Entry 1:
{"formula": "C22H21N2O4P", "method": "ωB97M-V/def2-TZVPD", "symbols": ["C", "H", "C", "C", "C", "H", "H", "H", "H", "C", "H", "C", "C", "H", "H", "H", "C", "H", "C", "N", "O", "H", "O", "C", "H", "C", "H", "N", "C", "H", "H", "H", "H", "P", "H", "C", "C", "H", "O", "C", "C", "C", "C", "C", "O", "C", "H", "C", "H", "C"], "positions_angstrom": [[1.6371, -4.2225, -2.5072], [-4.8976, 2.7781, -0.6621], [1.4087, -2.9915, -1.9534], [2.7356, 6.3183, -0.0275], [1.0115, -5.4019, -2.0006], [-0.3874, -7.4878, -0.9756], [0.9093, 4.3418, -1.9695], [-0.8821, 0.6301, 3.3924], [-1.8290, -7.3855, 0.9351], [1.6298, 4.5405, -1.2217], [2.0958, 2.1403, -2.0055], [0.3526, -2.8383, -0.9350], [-0.2071, -4.0565, -0.2952], [-1.6114, -0.8674, 2.7620], [2.9194, 7.3264, 0.2603], [-2.4862, -0.1200, 4.0579], [3.3031, 3.9550, 0.3690], [1.0225, -6.4465, -2.4193], [0.1371, 0.7061, -0.5047], [-1.0166, -1.1268, 0.0541], [-3.0432, 1.9293, -0.0740], [2.5728, 1.3880, -0.3788], [0.8233, -0.3573, -0.9362], [-4.1966, 2.6988, 0.2483], [0.0786, 2.6325, 0.1972], [-1.8177, 0.0937, 3.1797], [4.2380, 5.6462, 1.4752], [0.5288, 2.0455, -0.5692], [2.0215, 2.1711, -0.9244], [-2.3409, -5.1639, 2.0341], [1.7566, -2.1500, -2.4390], [1.0794, 6.6354, -1.3163], [3.8170, 3.2334, 0.9263], [-1.9425, 1.4389, 1.0137], [2.3187, -4.3362, -3.3846], [-1.6681, -5.2728, 1.2185], [-0.8790, 0.2559, 0.1971], [-3.8991, 3.7766, 0.3849], [-1.2083, 2.6813, 1.4265], [-1.1453, -4.0991, 0.7932], [1.7727, 5.9267, -0.9833], [0.0140, -1.4547, -0.6682], [3.5045, 5.3623, 0.6923], [2.3712, 3.5921, -0.5137], [-2.7292, 0.6856, 2.2874], [0.1374, -5.3402, -0.8399], [-4.6274, 2.4106, 1.1615], [-0.5235, -6.5684, -0.4532], [-1.5201, -3.1598, 1.3041], [-1.3386, -6.4936, 0.5869]], "atomic_forces_ev_per_a": [[0.3394, -3.4991, -0.5232], [0.9740, -0.8778, 1.5378], [-4.0463, -1.0759, 2.7400], [0.8428, -1.6637, 0.9955], [-0.5695, 0.6856, 0.7661], [0.4323, -0.3665, -0.3349], [-0.6524, -0.9977, -0.4889], [-0.5861, 0.1989, 0.0291], [-0.1933, -0.2703, 0.1145], [0.4211, 3.0158, 0.5481], [0.2266, -0.6019, -0.0820], [3.0966, -1.6528, -1.9056], [0.2116, 0.8763, -0.5002], [0.7173, -0.8134, -0.1283], [-0.2416, 0.8259, -0.1195], [1.2580, 0.4511, -0.2701], [0.8717, 3.5071, 1.8341], [0.6807, 1.4777, -0.0378], [1.6077, 2.8058, 0.9626], [0.5260, 0.6392, -0.3839], [0.0961, -1.7182, 0.6116], [0.0809, 0.3633, -0.4926], [0.6826, -0.6678, -1.8439], [0.3397, 2.7138, -2.0591], [0.8413, -0.8386, -0.8620], [-1.1190, -1.2213, 1.5904], [-0.6512, -0.1241, -0.7492], [1.7644, -2.0897, -0.9982], [-1.7474, 1.0499, 1.5901], [-0.5517, -0.6125, 0.5494], [0.8758, 1.7424, -0.6348], [-0.6954, 0.8682, -1.0325], [0.8329, -1.0011, 0.6645], [-1.1216, 1.2249, 0.6501], [-0.6430, 0.2123, 0.8338], [0.6831, 0.4762, -0.3662], [-4.0045, -0.3109, 1.5333], [0.0336, -0.9197, 0.0194], [-0.1382, -1.3196, 0.1857], [-0.2037, 1.9443, 0.1924], [1.6869, -2.2374, 2.0181], [-1.4616, -0.2028, 2.4545], [-0.8481, -1.1489, -1.4469], [-1.4562, -0.9217, -2.6166], [0.6875, 2.2345, -3.2329], [0.8094, 0.3377, -2.5339], [-0.9633, -0.7789, 0.9036], [1.2180, 2.0048, -0.2996], [0.7975, -1.1500, -0.9430], [-1.7411, -0.5730, 1.5613]], "nbo_charge": [-0.215, 0.199, -0.191, -0.219, -0.170, 0.216, 0.218, 0.201, 0.209, -0.203, 0.210, -0.080, 0.028, 0.185, 0.209, 0.200, -0.208, 0.216, 0.520, -0.412, -0.804, 0.203, -0.425, -0.252, 0.471, -0.274, 0.218, -0.642, -0.228, 0.217, 0.217, 0.212, 0.208, 2.346, 0.219, -0.219, -0.464, 0.185, -1.114, -0.191, -0.191, 0.445, -0.194, -0.048, -0.779, -0.064, 0.191, -0.189, 0.239, -0.206], "lumo_ev": -0.2170, "orbital_gap_ev": 7.40, "total_charge": 0, "homo_ev": -7.62, "smiles": "COP(=O)(OC)c1nc(-c2cccc3ccccc23)oc1NCc1ccccc1"}

Entry 2:
{"formula": "C22H21N5O2Rh", "method": "ωB97M-V/def2-TZVPD", "symbols": ["C", "C", "C", "C", "N", "C", "Rh", "C", "H", "H", "N", "C", "C", "C", "H", "C", "H", "H", "C", "H", "H", "O", "C", "C", "C", "C", "N", "C", "C", "C", "H", "H", "H", "H", "C", "H", "H", "H", "O", "N", "H", "H", "H", "H", "H", "H", "H", "C", "C", "C", "N"], "positions_angstrom": [[5.3362, 2.1358, -0.3774], [-1.4206, -1.3783, 5.3247], [-1.6556, -0.6548, 1.5780], [-1.0195, -1.3235, 3.8552], [1.7577, -0.8695, -2.1616], [3.1102, 1.9507, 0.6147], [-1.1638, 0.0010, -1.5364], [3.4966, 0.6705, -1.3690], [-2.7133, 3.1814, -1.5329], [-4.2700, -1.0671, -2.1845], [-2.6887, -0.8285, -0.6706], [-4.0184, -0.3421, 1.0826], [-0.2703, -0.7008, 1.1649], [3.9552, 1.5512, -0.4058], [1.7247, -1.2236, 1.7938], [-4.0414, -0.8670, -1.1249], [-3.4915, 3.5506, -3.0873], [1.1139, -1.7597, 4.2336], [2.5026, -1.8108, -2.8199], [-4.3633, -0.4006, 2.1301], [4.1923, 0.4450, -2.2014], [0.3398, 1.7332, -3.0242], [0.3066, -1.4604, 3.4735], [0.7220, -1.1306, 2.1386], [-1.9369, -0.8772, 2.9402], [-4.8572, -0.5186, -0.0450], [0.3672, -1.0722, -2.3421], [0.2952, -2.1476, -3.2563], [2.0002, 1.2264, 0.9397], [2.2575, 0.0852, -1.2654], [1.7518, -3.5315, -4.0632], [5.5740, 2.1076, -1.4230], [-2.9415, -0.8986, 3.3041], [-3.5083, 1.8407, -2.4189], [-0.8472, 1.6864, -2.7057], [-0.6885, -0.8463, 5.9377], [3.4043, 2.8098, 1.1581], [5.3466, 3.1272, 0.0444], [-1.6941, 2.7264, -3.1741], [0.1100, -0.0810, 0.0501], [6.0723, 1.4408, 0.0633], [-5.9302, -0.4467, -0.0084], [-1.5893, -2.3894, 5.7010], [1.4537, 1.4058, 1.8588], [-0.7335, -2.5329, -3.5606], [3.6125, -1.7898, -2.7958], [-2.3021, -0.7284, 5.5484], [1.5895, -2.6680, -3.4525], [1.4215, 0.4250, -0.1031], [-2.9627, 2.7839, -2.5235], [-2.7062, -0.5393, 0.6980]], "atomic_forces_ev_per_a": [[-0.2428, -1.3383, -1.2587], [-0.4608, 0.8948, 0.1012], [1.8323, -1.2918, 1.5374], [0.5251, 1.0655, 1.3596], [-1.3999, -1.1306, -0.7967], [0.3675, -0.7075, 0.2501], [0.6691, 1.7593, -2.0765], [1.2242, -0.6189, -0.8044], [-0.7056, -0.0707, 0.1122], [0.3336, 0.1190, 0.8464], [-3.5043, -0.8232, 1.1148], [-0.5630, -1.1848, -1.0168], [0.5650, 0.5871, 2.1490], [-0.2080, 0.6659, 0.7596], [0.5905, -0.0238, 0.0810], [2.6931, 0.8213, 1.8018], [-0.3805, -0.3062, 0.1429], [-1.4198, 0.3873, -1.2751], [-1.1184, -0.1498, -0.1104], [0.4885, 0.6589, -0.9231], [-0.6962, -0.0545, 0.4524], [-2.2766, -0.2261, 0.6281], [2.8185, -0.0596, -1.3005], [-2.7969, -0.6038, 1.6602], [-0.4048, -0.6122, -1.5555], [1.0818, -0.0854, 0.9060], [3.1523, -3.3830, -3.3453], [-0.0464, 1.5140, 2.7343], [-1.7354, -0.0877, -1.8480], [-2.2848, 1.1493, 2.1780], [0.5049, -0.1173, -0.1235], [0.8777, 0.7875, -0.6373], [-0.4651, 0.3043, -0.0925], [0.1784, 0.0529, -0.3744], [1.0313, 2.5374, -1.4639], [0.4513, -0.5681, -0.0973], [0.3197, 0.4006, 1.0369], [0.2505, 0.1709, 0.1032], [1.2893, -2.4432, 0.4334], [1.3807, 0.3797, 0.0206], [-0.4414, 0.4461, 0.3160], [-0.0170, -0.0529, -0.1022], [0.0763, 0.1525, 0.0004], [-0.1623, 0.1333, -0.2334], [1.8105, 0.6619, 0.4147], [-1.1836, -0.1138, 0.0753], [0.2023, -0.8824, -0.5884], [-0.3306, 0.9077, -0.3353], [1.3838, -0.9234, 0.3106], [0.7555, 1.0075, 0.5583], [-4.0096, 0.2945, -1.7256]], "mulliken_spin": [-0.003, -0.013, 0.151, 0.150, 0.016, -0.042, 2.310, -0.030, -0.001, 0.007, 0.083, 0.094, -0.025, 0.081, -0.004, 0.085, 0.009, -0.001, 0.028, 0.008, 0.000, 0.188, -0.078, 0.202, -0.079, 0.000, 0.025, 0.031, 0.116, 0.085, 0.001, 0.002, 0.003, -0.009, 0.129, 0.008, -0.001, 0.002, 0.041, 0.505, 0.008, 0.000, 0.010, 0.000, 0.002, 0.001, 0.001, 0.006, -0.063, 0.018, -0.059], "lumo_ev": [-3.2086, -5.2104], "orbital_gap_ev": [6.91, 6.18], "total_charge": 1, "homo_ev": [-10.12, -11.39], "multiplicity": 5}

Calculated ΔE to the lowest compared entry with this formula, charge and spin, 1.9703 0.0644 eV (same order as the records).
Calculated calculated total energy, -1602.75335 -1385.31818 Ha (same order as the records).